1.
DFT (ωB97M-V/def2-TZVPD) results for a 2-piece molecular cluster, C3H8N3 overall.

Geometry as XYZ:
```
14
Properties=species:S:1:pos:R:3:lowdin_charge:R:1
C -1.9965 1.4555 0.4860 0.05
C 1.3509 -0.0235 -0.2017 -0.03
C 0.1373 -0.8652 0.0077 -0.28
N 1.3730 1.2549 -0.0336 0.23
N -2.7632 2.3213 0.7161 0.15
N -0.0337 -2.0214 -0.8555 0.02
H 2.2728 -0.5432 -0.5736 0.17
H 0.4752 1.6192 0.2733 0.10
H 0.3560 -0.9631 1.1340 0.18
H -0.7179 -0.1222 0.1682 0.02
H 2.2399 1.6724 0.1105 0.13
H -3.1574 3.1257 1.0045 0.04
H -0.2463 -2.9093 -0.3422 0.11
H -0.8726 -1.8201 -1.4528 0.11
```

The lowest unoccupied orbital energy is -4.4 eV. The calculation puts the maximum force at 0.119 Eh/bohr. As for the HOMO energy: -0.516 hartree. The value obtained for the energy above the lowest of the compared OMol25 structures with the same formula, charge and spin is 75.8 kcal/mol. The energy is -7701.9908 eV. Its net charge is +1.

2.
DFT (ωB97M-V/def2-TZVPD) results for a 2-piece molecular cluster, C9H11O2 overall.

Geometry as XYZ:
```
22
Properties=species:S:1:pos:R:3:lowdin_charge:R:1
C -1.5236 -1.3039 3.5182 -0.06
C -1.8995 -0.2166 2.4900 -0.81
O -1.6088 0.9578 2.8516 -0.12
O -2.3722 -0.5368 1.3828 -0.10
H -2.3393 -1.5053 4.2156 0.05
H -0.7830 -0.8452 4.1777 0.05
H -1.1372 -2.2025 3.0389 0.05
C 3.4656 0.7282 -1.7935 -0.08
C 0.0402 0.1519 -0.3007 -0.05
C 1.4056 0.3843 -0.4136 -0.04
C -0.7048 -0.2099 -1.4102 -0.08
C 2.0091 0.3543 -1.6745 -0.30
C -0.1110 -0.1894 -2.6651 -0.10
C 1.2281 0.1956 -2.8002 -0.08
H -0.3982 0.2240 0.6551 0.06
H 1.9694 0.7035 0.4509 0.11
H -1.7409 -0.4977 -1.3096 0.10
H -0.7344 -0.4114 -3.5237 0.09
H 4.1195 0.1328 -1.1611 0.07
H 3.5907 1.7505 -1.4211 0.07
H 1.6135 0.3017 -3.8093 0.10
H 3.8846 0.7570 -2.8013 0.07
```

The lowest unoccupied orbital energy is 3.3 eV. The calculation puts the maximum force at 0.024 Eh/bohr. As for the HOMO energy: -0.147 hartree. The value obtained for the energy above the lowest of the compared OMol25 structures with the same formula, charge and spin is 7.4 kcal/mol. The energy is -13607.8927 eV. Its net charge is -1.

3.
DFT (ωB97M-V/def2-TZVPD) results for a 2-piece molecular cluster, H4INP2 overall.

Geometry as XYZ:
```
8
Properties=species:S:1:pos:R:3:lowdin_charge:R:1
N 2.1823 -0.4046 -2.1915 -0.73
P 0.3632 -0.3606 1.1265 0.34
P -0.3560 -0.1385 -0.9194 0.42
I 3.4837 0.5469 -1.1023 0.63
H 2.0826 -1.4723 -1.9625 -0.04
H 1.4307 -1.1949 1.0781 -0.22
H 0.9237 1.0564 1.1309 -0.13
H -0.6297 -1.4330 -1.0843 -0.27
```

The lowest unoccupied orbital energy (spin up / spin down) is -1.2 / -1.2 eV. The calculation puts the maximum force at 0.065 Eh/bohr. As for the HOMO energy (spin up / spin down): -0.299 / -0.333 hartree. The value obtained for the energy above the lowest of the compared OMol25 structures with the same formula, charge and spin is 70.8 kcal/mol. The energy is -28228.8158 eV. Its net charge is 0.

4.
DFT (ωB97M-V/def2-TZVPD) results for C7H9BN2O3 as an isolated structure.

Geometry as XYZ:
```
22
Properties=species:S:1:pos:R:3:lowdin_charge:R:1
B 1.7768 1.4826 -0.1736 -0.77
C 0.2500 -2.6665 -0.3688 -0.10
C 1.3534 0.0437 -0.1381 0.19
C -0.5696 -0.5167 -0.2100 -0.03
C 2.1230 -1.1172 0.0848 -0.53
C -2.8839 0.5046 -0.4712 -0.05
C -2.4808 0.6088 1.0420 -0.08
C -1.4453 0.5715 -0.0036 -0.31
N -0.7291 -1.7760 -0.3485 0.11
N 1.5186 -2.4117 -0.0274 0.17
O 3.2871 -1.0731 0.4156 0.03
O 2.8554 2.0062 0.3786 0.21
O 0.9069 2.3236 -0.8205 0.15
H 0.0159 -3.6707 -0.6511 0.13
H -3.5381 -0.3349 -0.7253 0.11
H -3.2499 1.4834 -0.7522 0.09
H -2.5619 1.6997 1.4999 0.15
H -2.4536 -0.2235 1.6514 0.07
H -0.9203 1.4873 -0.1543 0.11
H 2.1710 -3.1292 -0.2436 0.14
H 3.4079 1.5068 0.9899 0.12
H 1.1666 3.2014 -0.9740 0.08
```

The lowest unoccupied orbital energy (spin up / spin down) is -0.8 / -0.8 eV. The calculation puts the maximum force at 0.150 Eh/bohr. As for the HOMO energy (spin up / spin down): -0.285 / -0.285 hartree. The value obtained for the energy above the lowest of the compared OMol25 structures with the same formula, charge and spin is 115.6 kcal/mol. The energy is -17202.7019 eV. Its net charge is 0.

5.
DFT (ωB97M-V/def2-TZVPD) results for a 2-piece molecular cluster, C6H9NO overall.

Geometry as XYZ:
```
17
Properties=species:S:1:pos:R:3:lowdin_charge:R:1
C 0.1732 0.8409 0.3798 -0.06
C 1.5624 0.9246 0.2865 -0.11
N 1.8706 0.4318 -0.9781 0.00
C 0.7748 -0.1002 -1.5656 -0.10
C -0.3120 0.1287 -0.7726 -0.27
C -1.6620 -0.1364 -1.2511 -0.13
C -2.6435 -0.2841 -0.3492 0.01
H -0.4444 1.3605 1.1095 0.10
H 2.2996 1.2746 0.9725 0.10
H 2.7451 0.6495 -1.4221 0.14
H 0.9074 -0.7237 -2.4433 0.13
H -1.7299 -0.3106 -2.3147 0.10
H -3.7057 -0.3302 -0.5023 0.04
H -2.4924 -0.1727 0.7323 0.06
H 0.2306 -1.0109 3.0018 0.03
H 1.5777 -0.9540 2.5789 0.02
O 0.8487 -1.5879 2.5377 -0.06
```

The lowest unoccupied orbital energy is 0.8 eV. The calculation puts the maximum force at 0.050 Eh/bohr. As for the HOMO energy: -0.294 hartree. The value obtained for the energy above the lowest of the compared OMol25 structures with the same formula, charge and spin is 36.3 kcal/mol. The energy is -9904.0300 eV. Its net charge is 0.

6.
DFT (ωB97M-V/def2-TZVPD) results for a 2-piece molecular cluster, C2H7OS overall.

Geometry as XYZ:
```
11
Properties=species:S:1:pos:R:3:lowdin_charge:R:1
C -0.0496 -0.9845 -1.9025 -0.43
S -1.0005 0.7395 -1.6497 0.38
H 0.3025 -1.1990 -0.8924 -0.02
H 0.6641 -0.8594 -2.7710 0.01
H -0.6058 -1.8927 -2.2754 0.01
H -0.4953 0.9260 -0.2397 -0.11
C 0.2911 0.6669 1.9500 -0.46
O 0.8511 0.2133 0.7741 -0.47
H 0.9624 1.1718 2.6923 0.03
H -0.2867 -0.1642 2.4862 0.04
H -0.6333 1.3823 1.8281 0.04
```

The lowest unoccupied orbital energy is 3.9 eV. The calculation puts the maximum force at 0.044 Eh/bohr. As for the HOMO energy: -0.106 hartree. The value obtained for the energy above the lowest of the compared OMol25 structures with the same formula, charge and spin is 57.7 kcal/mol. The energy is -15068.9058 eV. Its net charge is -1.

7.
DFT (ωB97M-V/def2-TZVPD) results for C14H19Cl5NNiO3P as an isolated structure.

Geometry as XYZ:
```
44
Properties=species:S:1:pos:R:3:lowdin_charge:R:1
Ni -0.4106 1.2511 -0.9088 0.18
Cl 5.0637 0.9697 3.5504 0.66
C 3.5016 1.2287 2.8711 -0.73
C 3.3313 1.2845 1.4939 -0.71
Cl 4.6810 1.0783 0.4418 0.69
C 2.0683 1.4995 0.9638 -0.53
Cl 1.8698 1.5621 -0.7785 0.87
C 0.8945 1.6653 1.7452 -0.54
O -0.2602 1.8023 1.2409 -0.15
C 1.1210 1.5919 3.1514 -0.62
Cl -0.2733 1.7288 4.1551 0.70
C 2.3767 1.3843 3.6920 -0.70
Cl 2.5681 1.2982 5.4012 0.68
N -2.3181 1.3511 -0.7030 0.00
C -2.7452 2.7408 -1.0305 -0.09
C -1.6664 3.4591 -1.8357 -0.62
O -1.9182 4.5093 -2.3788 0.07
O -0.5201 2.8452 -1.8417 -0.12
H -2.8605 0.6682 -1.2168 0.09
H -2.4347 1.1719 0.2916 0.11
H -2.8861 3.2923 -0.1025 0.14
H -3.6849 2.7445 -1.5782 0.13
C -2.2050 -1.7725 -2.3361 -0.15
C -1.7737 -1.8799 -0.8722 -0.38
P -0.2522 -0.9514 -0.4528 0.95
C 1.1213 -1.7697 -1.3413 -0.38
C 1.2769 -1.3613 -2.8058 -0.14
C 0.0439 -1.3624 1.3013 -0.36
C 0.0246 -2.8440 1.6668 -0.13
H -3.2419 -2.0863 -2.4564 0.08
H -1.5967 -2.4136 -2.9719 0.06
H -2.1077 -0.7551 -2.7227 0.06
H -1.6334 -2.9257 -0.5941 0.08
H -2.5534 -1.4926 -0.2079 0.08
H 1.0020 -2.8518 -1.2470 0.09
H 2.0223 -1.4985 -0.7837 0.08
H 0.4461 -1.7069 -3.4190 0.06
H 2.1916 -1.7876 -3.2172 0.08
H 1.3373 -0.2785 -2.9136 0.04
H -0.6848 -0.7939 1.8847 0.09
H 1.0140 -0.9222 1.5430 0.08
H -0.9643 -3.2846 1.5379 0.06
H 0.3015 -2.9687 2.7135 0.08
H 0.7339 -3.4201 1.0706 0.07
```

The lowest unoccupied orbital energy (spin up / spin down) is -0.5 / -0.5 eV. The calculation puts the maximum force at 0.006 Eh/bohr. As for the HOMO energy (spin up / spin down): -0.287 / -0.287 hartree. The value obtained for the energy above the lowest of the compared OMol25 structures with the same formula, charge and spin is 9.2 kcal/mol. The energy is -135404.1597 eV. Its net charge is 0.

8.
DFT (ωB97M-V/def2-TZVPD) results for a 2-piece molecular cluster, C31H26F5N4O3 overall.

Geometry as XYZ:
```
69
Properties=species:S:1:pos:R:3:lowdin_charge:R:1
C 4.4254 -0.7934 -2.5531 -0.10
O 4.2154 -0.1236 -1.3372 -0.09
C 3.7779 -0.9451 -0.2966 -0.18
C 3.3936 -0.3197 0.8968 -0.05
N 3.3318 1.1240 0.9502 -0.02
C 2.7475 1.9655 0.0892 -0.05
N 2.8730 3.2181 0.5270 -0.15
C 2.4539 4.4397 -0.1578 -0.04
C 3.5817 3.1853 1.7457 -0.06
C 3.8438 1.8893 2.0185 -0.04
C 3.0200 -1.0705 2.0201 -0.17
O 2.6919 -0.3676 3.1842 -0.10
C 2.2898 -1.1778 4.2600 -0.09
C 3.0077 -2.4623 1.9131 -0.03
C 3.3381 -3.0779 0.7272 -0.07
C 3.7201 -2.3371 -0.3673 -0.03
H 4.7060 -0.0605 -3.3098 0.09
H 5.2351 -1.5160 -2.4431 0.10
H 3.5025 -1.2896 -2.8586 0.09
H 1.9252 4.1805 -1.0715 0.07
H 1.7944 5.0262 0.4763 0.08
H 3.3287 5.0321 -0.4113 0.09
H 3.8372 4.0441 2.3392 0.11
H 4.3054 1.4692 2.8950 0.12
H 2.0320 -0.5363 5.1042 0.10
H 1.4128 -1.7589 3.9702 0.10
H 3.1103 -1.8367 4.5490 0.10
H 2.7399 -3.0648 2.7625 0.10
H 3.3043 -4.1526 0.6554 0.11
H 3.9879 -2.8372 -1.2801 0.10
C 2.5985 0.7062 -5.8457 0.03
N 1.4310 1.5621 -5.9917 0.00
C 1.0065 2.1516 -7.1690 0.02
C -0.1170 2.8576 -6.8947 0.03
N -0.4130 2.7109 -5.5495 0.10
C -1.5894 3.2735 -4.9632 -0.07
C -1.8088 4.6444 -5.0634 -0.12
F -0.9413 5.4157 -5.7436 0.13
C -2.8963 5.2162 -4.4269 -0.11
F -3.0967 6.5410 -4.5069 0.14
C -3.7621 4.4233 -3.6864 -0.11
F -4.7783 4.9871 -3.0167 0.15
C -3.5599 3.0528 -3.6052 -0.12
F -4.3706 2.2946 -2.8492 0.15
C -2.4828 2.4739 -4.2527 -0.14
F -2.2769 1.1478 -4.1499 0.14
C 0.5640 1.9076 -4.9861 -0.03
C 0.6363 1.4445 -3.6171 -0.31
C -0.1178 2.1459 -2.6178 -0.04
C -0.5522 1.5417 -1.4841 0.03
C -1.5320 2.0868 -0.5853 -0.20
C -2.1646 1.2488 0.3454 -0.01
C -3.1861 1.7165 1.1325 -0.06
C -3.5998 3.0288 1.0246 -0.06
C -2.9815 3.8784 0.1301 -0.07
C -1.9614 3.4209 -0.6656 -0.04
O 1.3115 0.4462 -3.3343 0.09
H 2.7541 0.5026 -4.7881 0.07
H 2.4344 -0.2333 -6.3677 0.12
H 3.4792 1.1979 -6.2526 0.11
H 1.4580 2.0209 -8.1388 0.15
H -0.7230 3.4260 -7.5808 0.15
H -0.4689 3.1298 -2.8643 0.10
H -0.2399 0.5216 -1.3400 0.13
H -1.8668 0.2167 0.4037 0.12
H -3.6798 1.0538 1.8215 0.11
H -4.4063 3.3903 1.6373 0.11
H -3.3121 4.8992 0.0421 0.11
H -1.4987 4.0874 -1.3707 0.11
```

The lowest unoccupied orbital energy is -4.3 eV. The calculation puts the maximum force at 0.072 Eh/bohr. As for the HOMO energy: -0.355 hartree. The energy is -58248.7550 eV. Its net charge is +1.